No. 1
Formula: C8H15ClSi
Source: the Open Molecules 2025 dataset
Level of theory: the ωB97M-V functional and the def2-TZVPD basis

```
! RIJCOSX wB97M-V def2-TZVPD def2/J DEFGRID3
* xyz 0 1
C 2.767 1.102 0.124
C 0.030 0.994 3.605
C 2.127 0.078 0.582
C -0.357 0.203 2.562
C -1.652 -1.572 -0.422
C -1.301 0.868 -1.463
C 0.367 -0.894 -1.840
C -0.702 -0.351 -0.800
Si 0.282 0.109 0.769
Cl -0.165 3.455 0.542
H 3.858 1.078 -0.138
H 2.089 1.846 -0.361
H -0.419 1.037 4.506
H 0.796 1.600 3.244
H 2.589 -0.836 0.980
H -1.143 -0.625 2.733
H -2.377 -1.044 0.205
H -2.172 -1.875 -1.258
H -1.241 -2.338 0.175
H -2.022 0.629 -2.203
H -0.512 1.509 -1.925
H -1.917 1.547 -0.786
H -0.114 -0.845 -2.781
H 1.212 -0.279 -1.906
H 0.687 -2.008 -1.605
*
```

## Properties
Electronic energy, eV: -28935.619
Relative energy (zero: lowest compared OMol25 entry of this formula, charge and spin), kcal per mole: 61.2
M, g/mol: 174.75

Atomic partial charges in e from the natural (NBO) method, atoms 1 to 5:
1. C -0.301
2. C -0.233
3. C -0.826
4. C -0.802
5. C -0.607

---

No. 2
Formula: C8H15F2HgN2O12S2
Source: the Open Molecules 2025 dataset
Level of theory: the ωB97M-V functional and the def2-TZVPD basis

```
! RIJCOSX wB97M-V def2-TZVPD def2/J DEFGRID3
* xyz -3 1
Hg -0.346 0.880 1.084
N -1.850 2.555 0.778
S -2.976 3.068 1.697
O -4.319 2.594 1.363
O -2.826 4.300 2.456
F -2.658 2.131 2.986
S -2.192 3.678 -0.417
O -1.916 5.047 -0.066
O -3.312 3.326 -1.251
F -0.960 3.330 -1.347
C 2.494 2.665 -0.068
O 2.425 2.688 -1.343
O 1.619 2.011 0.676
O 3.437 3.245 0.589
C 0.128 0.111 3.775
O 0.573 1.186 3.225
O -0.647 -0.608 3.004
O 0.363 -0.183 4.992
C 3.758 -3.051 -2.738
O 2.972 -2.064 -2.053
C 2.737 -2.544 -0.730
C 2.030 -1.540 0.207
N 0.840 -0.906 -0.317
C -0.235 -1.892 -0.591
C -1.583 -1.352 -1.066
O -2.113 -0.578 -0.028
C -3.472 -0.227 -0.210
H 3.659 -2.707 -3.771
H 3.203 -3.991 -2.696
H 4.810 -3.095 -2.466
H 3.687 -2.809 -0.252
H 2.124 -3.454 -0.809
H 2.848 -0.879 0.497
H 1.828 -2.083 1.136
H 1.134 -0.589 -1.242
H -0.410 -2.305 0.410
H 0.118 -2.687 -1.259
H -2.154 -2.178 -1.504
H -1.335 -0.732 -1.944
H -3.739 0.252 0.729
H -4.111 -1.097 -0.409
H -3.632 0.484 -1.027
*
```

## Properties
Electronic energy, eV: -67362.571
Relative energy (zero: lowest compared OMol25 entry of this formula, charge and spin), kcal per mole: 0.0
M, g/mol: 633.93

Atomic partial charges in e from the natural (NBO) method, atoms 1 to 5:
1. Hg 1.558
2. N -1.171
3. S 2.398
4. O -0.946
5. O -0.899

---

No. 3
Formula: C8H15F3NO9SZn
Source: the Open Molecules 2025 dataset
Level of theory: the ωB97M-V functional and the def2-TZVPD basis

```
! RIJCOSX wB97M-V def2-TZVPD def2/J DEFGRID3
* xyz -3 1
Zn -1.283 1.455 0.424
S -2.185 1.435 -2.799
O -1.056 0.619 -3.354
O -3.479 0.891 -3.293
O -2.162 1.265 -1.276
O -2.031 2.870 -3.153
O -2.592 2.079 1.839
C -2.229 3.352 2.094
C -0.891 3.907 1.494
O -0.156 3.008 0.736
H -2.144 3.557 3.205
H -3.034 4.061 1.757
H -0.214 4.257 2.310
H -1.134 4.774 0.836
C -0.502 -1.522 1.561
O 0.234 -2.378 0.611
O -0.689 -0.376 1.119
C -1.822 -2.280 1.868
F -2.129 -2.142 3.211
F -2.891 -1.849 1.208
F -1.751 -3.625 1.695
C 1.414 -2.807 1.095
C 2.061 -3.741 0.056
H 1.350 -4.565 -0.091
H 2.196 -3.235 -0.900
H 2.957 -4.206 0.471
H 1.301 -3.437 2.008
H 2.059 -1.957 1.360
H 0.092 -1.466 2.501
O 3.884 -0.710 -2.196
C 2.796 -0.095 -2.253
N 2.220 0.255 -3.416
C 2.092 0.377 -1.008
H 2.694 0.098 -4.280
H 1.210 0.569 -3.429
H 1.062 0.738 -1.132
H 2.658 1.232 -0.625
H 2.093 -0.409 -0.258
*
```

## Properties
Electronic energy, eV: -95861.179
Relative energy (zero: lowest compared OMol25 entry of this formula, charge and spin), kcal per mole: 0.0
M, g/mol: 423.66

Atomic partial charges in e from the natural (NBO) method, atoms 1 to 5:
1. Zn 1.733
2. S 2.580
3. O -1.130
4. O -1.089
5. O -1.202